DFT (ωB97M-V/def2-TZVPD) results for an isolated molecule of C3H5PS at a distorted geometry.

Geometry as XYZ:
```
10
Properties=species:S:1:pos:R:3:nbo_charge:R:1
C -0.9559 -1.3287 0.0675 -0.5725
P -2.6512 -0.9259 0.0106 0.5194
S -2.3206 1.1165 -0.0469 -0.0849
C -0.4812 1.1129 0.0932 -0.5316
C 0.1244 -0.2891 -0.1934 -0.4778
H -0.5693 -2.2820 -0.0593 0.2085
H -0.3843 1.5675 1.1314 0.2312
H -0.0223 1.9137 -0.5456 0.2350
H 1.0126 -0.6648 0.4984 0.2371
H 0.2729 -0.5890 -1.2734 0.2357
```

Results
Charge: 0
E_LUMO, eV: 0.366
Energy above the lowest of the compared OMol25 structures with the same formula, charge and spin, kcal per mole: 9.8
SMILES: C1=PSCC1
F_max, hartree/bohr: 0.071
Orbital gap, eV: 8.32

DFT (ωB97M-V/def2-TZVPD) results for an isolated molecule of C4H8ClN3 at a distorted geometry.

Geometry as XYZ:
```
16
Properties=species:S:1:pos:R:3:nbo_charge:R:1
H -1.2988 2.5710 0.7677 0.3439
N -1.1448 1.5915 0.7469 -0.7644
C -0.0686 1.1790 0.1550 0.4516
N 0.8074 1.9978 -0.5017 -0.8358
C 0.1870 -0.3142 0.1068 -0.1639
Cl 1.8630 -0.7727 -0.0650 -0.0181
C -0.5922 -1.1849 1.0723 -0.4203
C -0.9309 -1.1933 -0.4154 -0.0349
N -2.1877 -0.7165 -0.8492 -0.8125
H 1.5079 1.6304 -1.1624 0.4089
H 0.9063 3.0009 -0.2359 0.4036
H -0.1951 -2.0456 1.6236 0.2351
H -1.2816 -0.6716 1.7413 0.2458
H -0.6075 -2.1103 -0.9161 0.2135
H -2.0884 -0.2991 -1.7794 0.3563
H -2.5096 0.0322 -0.2186 0.3915
```

Results
Charge: 0
E_LUMO, eV: 0.790
Energy above the lowest of the compared OMol25 structures with the same formula, charge and spin, kcal per mole: 19.0
SMILES: [H]/N=C(\N)[C@@]1(Cl)C[C@H]1N
F_max, hartree/bohr: 0.044
Orbital gap, eV: 9.83

DFT (ωB97M-V/def2-TZVPD) results for a structure of composition C44H29N4V at a distorted geometry.

Geometry as XYZ:
```
78
Properties=species:S:1:pos:R:3:lowdin_spin:R:1
V -0.1392 0.0906 -0.0982 2.0150
C 2.9549 1.0273 -7.1687 0.0000
C 1.7184 1.5804 -6.8343 0.0000
C 1.1896 1.3891 -5.5568 -0.0001
C 1.8990 0.6447 -4.6050 -0.0003
C 3.1434 0.0962 -4.9471 -0.0001
C 3.6668 0.2844 -6.2268 0.0000
C 1.3448 0.4534 -3.2361 -0.0011
C 0.7214 -0.7161 -2.9785 0.0047
C 0.4802 -1.8021 -3.9010 0.0140
C -0.1510 -2.8030 -3.2910 0.0023
C -0.2901 -2.2884 -1.9127 0.0253
N 0.2156 -1.0984 -1.7640 0.0015
C -0.9697 -3.1802 -0.9063 -0.0019
C -1.3840 -2.6507 0.2718 0.0098
C -2.1381 -3.4161 1.2443 0.0027
C -2.4282 -2.6157 2.2666 0.0029
C -1.7992 -1.3303 2.0225 0.0094
C -1.8080 -0.3304 2.9385 -0.0032
C -2.5573 -0.4555 4.2107 -0.0010
C -3.8165 0.1465 4.3352 -0.0004
C -4.5212 0.0645 5.5371 0.0000
C -3.9748 -0.6258 6.6193 -0.0001
C -2.7258 -1.2369 6.5006 0.0000
C -2.0177 -1.1511 5.3005 -0.0003
C -0.9857 0.9078 2.6809 0.0231
N -0.3678 1.2943 1.6008 0.0007
C 0.2752 2.4685 1.9019 0.0041
C 1.0512 3.1838 1.0594 -0.0025
C 1.6534 4.4417 1.5816 -0.0004
C 0.9156 5.6331 1.6007 -0.0002
C 1.4931 6.8081 2.0847 0.0000
C 2.8105 6.8013 2.5442 0.0000
C 3.5526 5.6204 2.5239 0.0000
C 2.9764 4.4428 2.0459 -0.0002
C 1.3515 2.7201 -0.3613 0.0007
C 2.1027 3.4679 -1.2551 -0.0039
C 2.1744 2.7321 -2.4201 -0.0034
C 1.4789 1.5551 -2.1874 0.0011
N 0.9744 1.5790 -0.9477 -0.0012
C -0.0295 2.7829 3.2785 0.0131
C -0.8104 1.8458 3.8102 0.0026
N -1.2266 -1.3963 0.7867 -0.0057
C -1.1414 -4.6189 -1.2173 -0.0008
C -2.3631 -5.1282 -1.6733 -0.0003
C -2.4873 -6.4848 -1.9810 0.0000
C -1.3916 -7.3381 -1.8383 -0.0001
C -0.1724 -6.8392 -1.3808 0.0000
C -0.0488 -5.4851 -1.0682 -0.0003
H 3.3634 1.1740 -8.1648 0.0000
H 1.1631 2.1593 -7.5672 0.0000
H 0.2230 1.8190 -5.2996 0.0000
H 3.7010 -0.4833 -4.2133 0.0000
H 4.6283 -0.1498 -6.4862 0.0000
H 0.7530 -1.7986 -4.9428 0.0008
H -0.4902 -3.7388 -3.6865 -0.0001
H -2.4428 -4.4433 1.1577 0.0001
H -2.9925 -2.9000 3.1362 0.0001
H -4.2433 0.6736 3.4841 0.0000
H -5.4970 0.5334 5.6213 0.0000
H -4.5268 -0.6960 7.5519 0.0000
H -2.3033 -1.7868 7.3362 0.0000
H -1.0481 -1.6344 5.1978 0.0000
H -0.1122 5.6410 1.2427 0.0000
H 0.9133 7.7267 2.1033 0.0000
H 3.2589 7.7168 2.9203 0.0000
H 4.5786 5.6128 2.8815 0.0000
H 3.5562 3.5213 2.0346 0.0000
H 2.5466 4.4384 -1.0820 -0.0002
H 2.6888 3.0176 -3.3271 -0.0001
H 0.3366 3.6437 3.8120 0.0008
H -1.1994 1.7696 4.8050 -0.0001
H -3.2164 -4.4607 -1.7725 0.0000
H -3.4415 -6.8734 -2.3239 0.0000
H -1.4905 -8.3935 -2.0739 0.0000
H 0.6811 -7.4993 -1.2580 0.0000
H 0.8968 -5.0928 -0.6981 -0.0001
H 1.3170 -0.5669 0.6219 -0.1069
```

Results
Charge: 0
E_LUMO (spin up / spin down), eV: -0.863 / -0.914
F_max, hartree/bohr: 0.086
Orbital gap (spin up / spin down), eV: 6.22 / 6.19
Multiplicity: 3

DFT (ωB97M-V/def2-TZVPD) results for a cluster of 2 separate species, C11H13PS in total at a distorted geometry.

Geometry as XYZ:
```
26
Properties=species:S:1:pos:R:3:nbo_charge:R:1
C -2.2606 1.6728 -0.2978 -0.4031
C -1.2773 1.2095 0.4151 -0.1914
C 0.1873 1.3900 0.2546 -0.7583
P 1.0226 -0.0136 -0.7373 0.7244
S -0.4308 -0.6339 -2.1589 -0.3377
C 0.6655 -1.3982 0.4293 -0.3457
C 1.6446 -1.4144 1.4277 -0.2081
C 1.6457 -2.2977 2.5386 -0.2095
C 0.5829 -3.1587 2.6860 -0.2044
C -0.4129 -3.1037 1.6704 -0.2107
C -0.4324 -2.2360 0.6169 -0.2107
H -3.2697 1.3463 -0.0178 0.2122
H -1.9923 2.3808 -1.0080 0.1822
H -1.7640 0.4310 1.1369 0.2015
H 0.8703 1.4682 1.1401 0.2524
H 0.3526 2.4732 -0.1477 0.2457
H -0.5243 0.6498 -2.6777 0.1656
H 2.5742 -0.8207 1.4541 0.2138
H 2.3137 -2.3494 3.3367 0.2112
H 0.7026 -3.8201 3.5676 0.2245
H -1.3902 -3.6538 1.6586 0.2171
H -1.1410 -2.1052 -0.1313 0.2264
C 0.7925 2.9394 -3.9184 -0.2163
C 1.6620 2.2689 -3.5261 -0.2214
H 0.0282 3.4959 -4.2809 0.2162
H 2.4304 1.7214 -3.1678 0.2242
```

Results
Charge: 0
E_LUMO, eV: 0.816
Energy above the lowest of the compared OMol25 structures with the same formula, charge and spin, kcal per mole: 73.8
SMILES: C=CCP(S)c1ccccc1.C#C
F_max, hartree/bohr: 0.088
Orbital gap, eV: 9.23

DFT (ωB97M-V/def2-TZVPD) results for a structure of composition C42H51GeN5O3PbSSeTe at a distorted geometry.

Geometry as XYZ:
```
106
Properties=species:S:1:pos:R:3:lowdin_charge:R:1
Pb -0.4292 -0.7825 0.3142 1.1523
C -1.2162 -2.7065 3.0266 -0.0708
N -0.8764 -1.2910 2.8551 -0.3055
C -1.9907 -0.4414 3.2704 -0.0991
C 0.3868 -0.9695 3.4799 -0.2283
C 0.4525 -0.4359 4.7545 -0.0292
C 1.6667 -0.0561 5.3110 -0.0977
C 2.8157 -0.1769 4.5480 -0.0993
C 2.7603 -0.7120 3.2700 -0.0456
C 1.5583 -1.1746 2.7178 -0.2650
N 1.4101 -1.7149 1.4440 -0.0997
C 2.4251 -2.3575 0.7711 -0.3181
C 3.6369 -2.7954 1.3440 -0.0381
C 4.6628 -3.3141 0.5732 -0.0929
C 4.5222 -3.4490 -0.8008 -0.1012
C 3.2861 -3.1773 -1.3671 -0.0353
C 2.2358 -2.6855 -0.6040 -0.2909
N 0.8970 -2.6154 -1.1114 -0.3352
C 0.1389 -3.8053 -0.7146 -0.0899
C 0.7579 -2.3657 -2.5425 -0.0884
H -1.4971 -2.9227 4.0643 0.0949
H -0.3592 -3.3220 2.7565 0.0848
H -2.0565 -2.9627 2.3750 0.0835
H -2.8213 -0.5907 2.5745 0.0749
H -1.6835 0.6021 3.2300 0.0834
H -2.3488 -0.6785 4.2789 0.0865
H -0.4543 -0.3017 5.3312 0.1068
H 1.7042 0.3532 6.3119 0.0983
H 3.7678 0.1607 4.9406 0.1030
H 3.6584 -0.7349 2.6702 0.0985
H 3.7622 -2.7337 2.4150 0.0998
H 5.5826 -3.6193 1.0573 0.1018
H 5.3414 -3.8013 -1.4128 0.0966
H 3.1311 -3.3846 -2.4188 0.1093
H 0.4634 -4.6901 -1.2766 0.0980
H -0.9257 -3.6369 -0.9002 0.0490
H 0.2892 -3.9945 0.3490 0.0827
H 0.9931 -3.2511 -3.1472 0.0897
H 1.4177 -1.5504 -2.8350 0.0607
H -0.2721 -2.0642 -2.7470 0.0840
C 3.0235 9.5368 3.9585 -0.0792
C 2.4100 8.2425 3.4944 -0.7481
O 2.3877 7.8673 2.3561 0.0387
S 1.7155 7.2930 4.8498 1.0038
C 1.2774 5.7941 4.0017 -0.5402
C 0.1746 5.7632 3.1598 -0.0896
C -0.1256 4.6022 2.4684 -0.0195
C 0.6720 3.4647 2.6159 -0.2334
C 1.7663 3.5040 3.4834 -0.0121
C 2.0697 4.6655 4.1728 -0.0851
C 0.3907 2.2720 1.8749 -0.1250
C 0.1565 1.2690 1.2255 -0.3060
H 2.7847 10.3247 3.2460 0.0868
H 4.1074 9.4123 3.9715 0.0906
H 2.6849 9.8072 4.9568 0.0614
H -0.4344 6.6487 3.0370 0.1108
H -0.9762 4.5708 1.8005 0.1160
H 2.3754 2.6184 3.5988 0.1081
H 2.9210 4.7066 4.8398 0.1049
C -3.2219 2.7294 -3.8098 -0.0172
N -1.9217 2.6687 -3.1606 -0.0494
C -1.2254 3.7877 -2.8513 -0.0510
C -0.0528 3.7364 -2.1904 0.0224
C 0.4154 2.4376 -1.8111 -0.4999
O 1.5492 2.3764 -1.1775 -0.3445
N -0.2604 1.3503 -2.1014 0.1425
C -1.4424 1.3983 -2.7740 -0.5065
O -2.1011 0.4091 -3.0558 0.0159
H -3.3211 3.6767 -4.3353 0.0878
H -4.0222 2.6363 -3.0740 0.0978
H -3.3099 1.9001 -4.5045 0.0900
H -1.6594 4.7257 -3.1731 0.1304
H 0.5160 4.6209 -1.9510 0.1167
Te 2.3151 0.5689 -0.5448 1.5794
C 3.5356 0.7481 -2.2994 -0.4667
C 2.9656 0.7029 -3.5688 -0.1394
C 3.7473 0.9236 -4.6929 -0.0829
C 5.1057 1.1825 -4.5568 -0.0888
C 5.6791 1.2172 -3.2940 -0.0882
C 4.8957 1.0018 -2.1681 -0.1400
H 1.9041 0.5113 -3.6793 0.0861
H 3.2985 0.8932 -5.6781 0.1031
H 5.7128 1.3602 -5.4355 0.1012
H 6.7362 1.4251 -3.1857 0.1023
H 5.3439 1.0415 -1.1822 0.0902
C -3.6246 -4.7093 -3.6902 -0.2214
Ge -5.1774 -4.6821 -2.4904 0.7340
C -6.5153 -3.4422 -3.2131 -0.2239
C -5.9345 -6.4744 -2.2012 -0.2262
C -4.5182 -3.9653 -0.7694 -0.5966
Se -3.7247 -2.1865 -1.0694 0.7823
C -4.9139 -1.1833 0.1070 -0.4139
H -3.9228 -4.8954 -4.7220 0.0180
H -2.9041 -5.4728 -3.3928 0.0181
H -3.1372 -3.7334 -3.6436 -0.0008
H -6.8186 -3.7490 -4.2148 0.0168
H -6.0706 -2.4482 -3.2764 0.0048
H -7.4045 -3.3913 -2.5834 0.0171
H -6.3352 -6.8764 -3.1329 0.0143
H -6.7429 -6.4395 -1.4699 0.0147
H -5.1705 -7.1604 -1.8333 0.0146
H -3.7513 -4.6063 -0.3359 0.0034
H -5.3195 -3.8519 -0.0395 0.0140
H -5.9298 -1.2183 -0.2788 0.0183
H -4.5611 -0.1540 0.1273 0.0165
H -4.8793 -1.6032 1.1104 0.0133
```

Results
Charge: 0
E_LUMO, eV: 0.062
Energy above the lowest of the compared OMol25 structures with the same formula, charge and spin, kcal per mole: 18.4
F_max, hartree/bohr: 0.024
Orbital gap, eV: 6.78

DFT (ωB97M-V/def2-TZVPD) results for an isolated molecule of C3H8N2OS at a distorted geometry.

Geometry as XYZ:
```
15
Properties=species:S:1:pos:R:3:nbo_charge:R:1
N -1.2256 1.1853 -1.3428 -0.8423
C 0.0807 1.1739 -0.9476 0.6905
O 0.9831 1.9121 -1.2626 -0.6179
C 0.4289 0.1672 0.2672 -0.1356
N 1.4643 -0.6607 -0.3806 -0.8600
C -0.8537 -0.5927 0.7166 -0.5379
S -0.4982 -1.6511 2.1834 -0.0376
H -1.8378 0.5457 -0.8422 0.4126
H -1.3765 1.8635 -2.0561 0.4162
H 0.9128 0.7924 1.1184 0.2022
H 2.2978 -0.2168 -0.7575 0.4008
H 1.7119 -1.4276 0.3559 0.3480
H -1.5873 0.1157 1.1556 0.2317
H -1.2848 -1.0774 -0.1047 0.2104
H 0.7845 -2.1293 1.8969 0.1190
```

Results
Charge: 0
E_LUMO, eV: 0.732
Energy above the lowest of the compared OMol25 structures with the same formula, charge and spin, kcal per mole: 31.3
SMILES: NC(=O)[C@H](N)CS
F_max, hartree/bohr: 0.080
Orbital gap, eV: 9.94

| no. | E_tot (hartree) |
| --- | --- |
| 1 | -856.80078 |
| 2 | -781.64437 |
| 3 | -2857.14512 |
| 4 | -1166.33039 |
| 5 | -7467.88355 |
| 6 | -702.02770 |